{
  "formula": "C2H4NP",
  "method": "the ωB97M-V functional and the def2-TZVPD basis",
  "homo_energy_ha": -0.31239,
  "homo_lumo_gap_ev": 8.6,
  "fmax_ev_per_a": 2.853,
  "de_lowest_ev": 4.203,
  "total_charge": 0,
  "elements": ["C", "P", "H", "H", "H", "C", "N", "H"],
  "positions_angstrom": [[0.647, 0.639, 1.453], [0.108, 1.475, 0.173], [1.683, 0.255, 1.425], [-1.357, 1.387, 0.106], [0.429, 1.465, -1.130], [-0.482, -1.743, -0.613], [-0.372, -0.731, -1.125], [-0.657, -2.747, -0.289]],
  "atomic_forces_ev_per_a": [[0.7, -0.4, 0.2], [-2.3, 0.3, 1.7], [-0.3, 0.4, 0.0], [1.4, 0.5, 0.2], [0.8, 0.3, -1.4], [-0.4, -1.0, -0.3], [-0.1, -0.3, -0.6], [0.1, 0.1, 0.3]],
  "lowdin_charge": [-0.41, 0.65, -0.08, -0.04, -0.13, -0.04, 0.00, 0.07]
}